1.
Computed, not measured: C8H28ClNaO10 as an isolated structure, with ωB97M-V/def2-TZVPD.

Values from the calculation:
- Max |F|: 3.07 eV Å⁻¹
- HOMO level: -8.094 eV

Geometry as ORCA input:
```
! wB97M-V def2-TZVPD RIJCOSX def2/J DEFGRID3
* xyz 0 1
Na 24.60 -19.14 -3.12
Cl 25.86 -15.82 1.65
O 27.26 -15.97 1.66
O 25.64 -14.40 1.33
O 25.23 -16.69 0.71
O 25.24 -16.17 2.91
C 24.13 -11.05 -3.27
C 23.26 -12.29 -3.50
O 24.15 -13.43 -3.32
H 24.77 -11.18 -2.40
H 23.44 -10.21 -3.16
H 24.80 -10.85 -4.11
H 22.59 -12.31 -4.35
H 22.58 -12.34 -2.65
H 24.45 -13.37 -2.41
C 23.55 -15.10 9.16
C 25.00 -14.81 8.77
O 24.96 -14.29 7.46
H 23.13 -14.11 9.36
H 23.51 -15.71 10.07
H 22.99 -15.57 8.36
H 25.60 -15.72 8.80
H 25.45 -14.00 9.34
H 24.69 -14.98 6.86
C 28.91 -20.54 3.86
O 29.62 -19.82 2.92
H 28.38 -21.39 3.43
H 29.66 -21.09 4.42
H 28.36 -19.97 4.61
H 29.15 -19.02 2.67
C 24.72 -22.12 0.77
O 24.01 -21.80 -0.45
H 25.77 -22.31 0.56
H 24.79 -21.28 1.46
H 24.35 -23.04 1.22
H 23.10 -21.97 -0.19
C 21.23 -12.63 3.99
O 20.87 -12.04 5.20
H 22.32 -12.65 3.87
H 20.66 -13.56 3.99
H 20.81 -11.99 3.21
H 21.60 -12.09 5.81
C 19.26 -16.36 -1.23
O 19.00 -17.37 -2.17
H 18.55 -16.23 -0.41
H 20.22 -16.68 -0.83
H 19.29 -15.41 -1.76
H 18.67 -18.18 -1.76
*
```

List of Löwdin charges in e, atom by atom:
1 Na 0.953
2 Cl 0.590
3 O -0.368
4 O -0.399
5 O -0.418
6 O -0.391
7 C -0.091
8 C -0.288
9 O -0.113
10 H 0.076
11 H 0.070
12 H 0.070
13 H 0.108
14 H 0.098
15 H 0.073
16 C -0.091
17 C -0.324
18 O -0.092
19 H 0.071
20 H 0.067
21 H 0.072
22 H 0.104
23 H 0.112
24 H 0.081
25 C -0.203
26 O -0.102
27 H 0.066
28 H 0.072
29 H 0.086
30 H 0.082
31 C -0.138
32 O -0.144
33 H 0.075
34 H 0.084
35 H 0.082
36 H 0.066
37 C -0.175
38 O -0.133
39 H 0.089
40 H 0.075
41 H 0.072
42 H 0.072
43 C -0.164
44 O -0.137
45 H 0.078
46 H 0.075
47 H 0.081
48 H 0.071

***

2.
Computed, not measured: C8H28O10 as an isolated structure, with ωB97M-V/def2-TZVPD.

Values from the calculation:
- Energy relative to the best compared isomer or geometry (same formula, charge and spin): 1366.50 kJ/mol
- Max |F|: 14.62 eV Å⁻¹
- HOMO level: -8.074 eV

Geometry as ORCA input:
```
! wB97M-V def2-TZVPD RIJCOSX def2/J DEFGRID3
* xyz 0 1
O -0.55 0.10 -0.63
H -1.06 0.23 0.17
H -0.92 -0.69 -1.02
O -1.14 -1.44 -1.75
H -0.30 -1.83 -2.00
H -1.69 -1.54 -2.53
C 2.52 -0.88 -2.66
C 1.59 -1.27 -1.40
O 2.16 -2.40 -0.75
O 3.85 -0.38 -2.36
H 2.15 -0.10 -3.33
H 2.74 -1.77 -3.24
H 0.69 -1.65 -1.88
H 1.27 -0.51 -0.69
H 1.44 -2.74 -0.22
H 3.90 0.51 -2.02
C 0.96 1.60 -2.00
C 1.83 2.83 -2.31
O 1.23 4.00 -1.89
O 0.88 1.28 -0.65
H 1.28 0.64 -2.40
H -0.09 1.71 -2.28
H 2.02 2.91 -3.38
H 2.85 2.79 -1.92
H 1.72 4.63 -2.42
H 0.15 0.70 -0.45
C -1.36 -2.89 3.27
C -1.23 -1.60 2.41
O 0.02 -1.43 1.72
O -0.52 -2.89 4.36
H -1.17 -3.69 2.56
H -2.31 -3.17 3.73
H -1.35 -0.76 3.09
H -2.15 -1.57 1.82
H -0.13 -0.74 1.07
H -0.51 -3.81 4.63
C -1.91 2.37 1.39
C -1.21 1.14 1.85
O -1.67 -0.08 1.32
O -3.32 2.30 1.70
H -1.79 2.39 0.30
H -1.51 3.27 1.85
H -1.31 0.95 2.91
H -0.15 1.17 1.59
H -2.49 -0.23 1.79
H -3.38 2.55 2.63
*
```

List of Löwdin charges in e, atom by atom:
1 O 0.072
2 H -0.007
3 H -0.195
4 O 0.168
5 H 0.037
6 H 0.139
7 C -0.177
8 C -0.165
9 O -0.030
10 O -0.062
11 H 0.097
12 H 0.121
13 H 0.066
14 H 0.108
15 H 0.077
16 H 0.074
17 C -0.233
18 C -0.263
19 O -0.045
20 O -0.127
21 H 0.052
22 H 0.131
23 H 0.113
24 H 0.113
25 H 0.084
26 H -0.351
27 C -0.247
28 C -0.256
29 O 0.001
30 O -0.047
31 H 0.113
32 H 0.119
33 H 0.112
34 H 0.127
35 H 0.047
36 H 0.088
37 C -0.176
38 C -0.182
39 O -0.220
40 O -0.054
41 H 0.133
42 H 0.137
43 H 0.139
44 H 0.152
45 H 0.132
46 H 0.083

***

3.
Computed, not measured: a 10-piece molecular cluster, C8H28O9 overall, with ωB97M-V/def2-TZVPD.

Values from the calculation:
- Max |F|: 0.85 eV Å⁻¹
- HOMO level (alpha / beta): -14.300 / -14.298 eV
- Expectation value of S²: 0.7679

Geometry as ORCA input:
```
! wB97M-V def2-TZVPD RIJCOSX def2/J DEFGRID3
* xyz 1 2
C -1.10 2.95 0.56
C 0.36 2.49 0.76
C 1.21 0.55 -0.63
C 0.50 1.04 0.52
C -0.08 0.11 1.44
C 0.02 -1.22 1.20
C 0.72 -1.71 0.06
C 1.31 -0.80 -0.85
H -1.41 2.83 -0.48
H -1.21 3.99 0.85
H -1.77 2.37 1.18
H 1.02 3.05 0.10
H 0.69 2.71 1.78
H 1.68 1.25 -1.32
H -0.59 0.48 2.32
H -0.44 -1.95 1.83
H 0.79 -2.78 -0.07
H 1.86 -1.18 -1.70
H -3.01 -2.85 0.01
H -2.40 -1.51 -0.45
O -2.18 -2.46 -0.28
H 3.28 -1.96 3.16
H 2.08 -2.02 2.25
O 3.00 -2.35 2.31
H -0.36 1.63 -2.80
H -0.49 3.16 -2.50
O 0.13 2.48 -2.84
H 3.86 -1.15 1.26
H 3.46 -0.10 0.19
O 4.08 -0.27 0.90
H -1.17 -0.87 -3.08
H -0.81 0.20 -4.14
O -1.24 0.08 -3.29
H 3.44 0.28 2.52
H 2.86 1.18 3.64
O 3.06 0.28 3.43
H -3.40 0.03 -1.96
H -1.96 0.44 -1.55
O -2.81 0.10 -1.20
H -1.52 -2.62 -1.88
H -0.18 -2.93 -2.63
O -1.05 -2.55 -2.74
H -3.00 -0.34 2.03
H -3.44 0.11 0.61
O -3.78 -0.16 1.48
*
```

List of Löwdin charges in e, atom by atom:
1 C -0.035
2 C -0.158
3 C 0.016
4 C -0.111
5 C 0.027
6 C -0.039
7 C 0.039
8 C -0.022
9 H 0.064
10 H 0.093
11 H 0.080
12 H 0.125
13 H 0.141
14 H 0.133
15 H 0.142
16 H 0.132
17 H 0.140
18 H 0.139
19 H 0.087
20 H 0.014
21 O -0.052
22 H 0.067
23 H 0.022
24 O -0.045
25 H -0.014
26 H 0.050
27 O -0.061
28 H 0.022
29 H 0.006
30 O -0.047
31 H 0.009
32 H 0.084
33 O -0.078
34 H 0.001
35 H 0.032
36 O -0.065
37 H 0.097
38 H 0.039
39 O -0.055
40 H 0.011
41 H 0.052
42 O -0.035
43 H 0.018
44 H -0.012
45 O -0.052

***

4.
Computed, not measured: a 7-piece molecular cluster, C8H29ClN5O11 overall, with ωB97M-V/def2-TZVPD.

Values from the calculation:
- Max |F|: 3.64 eV Å⁻¹
- HOMO level: -6.957 eV

Geometry as ORCA input:
```
! wB97M-V def2-TZVPD RIJCOSX def2/J DEFGRID3
* xyz -1 1
Cl -8.39 -8.41 -8.83
O -7.28 -9.01 -9.51
O -8.56 -8.91 -7.52
O -8.08 -7.02 -8.69
O -9.58 -8.59 -9.61
C -12.60 -16.10 -2.81
O -11.72 -15.82 -1.74
C -10.39 -15.55 -2.12
C -10.24 -14.29 -2.90
N -8.91 -13.67 -2.81
C -8.73 -12.53 -3.74
C -9.15 -12.69 -5.18
O -9.98 -11.63 -5.59
C -10.23 -11.62 -6.98
H -12.07 -16.90 -3.34
H -12.91 -15.34 -3.52
H -13.51 -16.55 -2.41
H -9.95 -16.38 -2.70
H -9.72 -15.55 -1.25
H -11.04 -13.56 -2.71
H -10.37 -14.57 -3.95
H -8.68 -13.42 -1.86
H -7.68 -12.28 -3.60
H -9.33 -11.71 -3.32
H -9.58 -13.67 -5.41
H -8.25 -12.81 -5.80
H -9.42 -12.11 -7.52
H -10.45 -10.63 -7.37
H -11.14 -12.18 -7.22
C -4.46 -7.50 -6.78
O -3.38 -7.02 -6.43
N -5.15 -8.44 -6.11
N -5.22 -6.86 -7.75
H -4.86 -8.79 -5.22
H -5.98 -8.83 -6.52
H -6.12 -7.27 -7.91
H -4.95 -6.00 -8.18
C -13.67 -9.06 -8.90
O -14.83 -8.79 -9.25
N -13.38 -9.65 -7.69
N -12.61 -8.41 -9.44
H -14.04 -10.10 -7.09
H -12.39 -9.70 -7.53
H -11.68 -8.52 -9.08
H -12.75 -7.76 -10.19
O -7.10 -3.71 -8.34
H -7.11 -4.60 -7.96
H -7.82 -3.25 -7.90
O -6.49 -11.34 -7.23
H -7.01 -10.56 -7.48
H -6.83 -12.04 -7.79
O -9.88 -4.51 -9.26
H -10.56 -4.58 -9.93
H -9.56 -5.41 -9.13
*
```

List of Löwdin charges in e, atom by atom:
1 Cl 0.628
2 O -0.325
3 O -0.347
4 O -0.372
5 O -0.349
6 C -0.111
7 O -0.183
8 C -0.251
9 C -0.234
10 N -0.072
11 C -0.171
12 C -0.250
13 O -0.157
14 C -0.107
15 H 0.089
16 H 0.086
17 H 0.083
18 H 0.123
19 H 0.121
20 H 0.132
21 H 0.095
22 H 0.100
23 H 0.116
24 H 0.119
25 H 0.111
26 H 0.106
27 H 0.084
28 H 0.054
29 H 0.087
30 C -0.658
31 O -0.019
32 N 0.169
33 N 0.159
34 H 0.105
35 H 0.068
36 H 0.035
37 H 0.097
38 C -0.655
39 O -0.019
40 N 0.154
41 N 0.158
42 H 0.097
43 H 0.063
44 H 0.054
45 H 0.104
46 O -0.068
47 H 0.010
48 H 0.026
49 O -0.064
50 H -0.014
51 H 0.031
52 O -0.065
53 H 0.027
54 H -0.001

***

5.
Computed, not measured: C8H30AlO8 as an isolated structure, with ωB97M-V/def2-TZVPD.

Values from the calculation:
- Energy relative to the best compared isomer or geometry (same formula, charge and spin): 0.00 kJ/mol
- Max |F|: 3.19 eV Å⁻¹
- HOMO level: -12.110 eV

Geometry as ORCA input:
```
! wB97M-V def2-TZVPD RIJCOSX def2/J DEFGRID3
* xyz 1 1
Al 3.43 -0.14 0.78
C 1.24 3.36 1.11
O 2.55 2.88 1.17
H 1.24 4.32 0.59
H 0.52 2.73 0.59
H 0.86 3.53 2.12
C -0.41 -0.44 0.07
O 0.59 -1.05 0.86
H -0.19 -0.67 -0.97
H -1.38 -0.89 0.24
H -0.46 0.64 0.21
C -1.99 -2.36 2.99
O -1.20 -1.27 3.45
H -2.01 -2.41 1.91
H -1.46 -3.25 3.32
H -3.00 -2.29 3.38
H -0.57 -1.09 2.76
C 0.89 -4.41 -0.31
O 0.08 -4.01 0.77
H 0.59 -5.41 -0.64
H 0.71 -3.67 -1.09
H 1.92 -4.41 0.05
H 0.24 -3.07 0.79
C -2.81 1.67 2.62
O -2.52 1.11 3.90
H -3.06 2.71 2.82
H -1.97 1.68 1.92
H -3.71 1.24 2.19
H -2.09 0.25 3.81
C 1.59 1.87 -2.59
O 2.68 1.23 -1.86
H 1.18 1.37 -3.47
H 0.83 2.16 -1.87
H 1.98 2.82 -2.97
H 3.54 1.46 -2.21
C -2.12 2.75 -1.36
O -2.48 1.89 -2.43
H -1.04 2.88 -1.26
H -2.61 3.71 -1.50
H -2.51 2.36 -0.42
H -2.16 2.28 -3.25
C 2.16 -2.09 -2.77
O 3.22 -1.72 -1.90
H 2.18 -3.13 -3.08
H 1.18 -1.82 -2.39
H 2.31 -1.56 -3.70
H 4.04 -1.74 -2.40
*
```

List of Löwdin charges in e, atom by atom:
1 Al 1.137
2 C -0.136
3 O -0.104
4 H 0.124
5 H 0.079
6 H 0.094
7 C -0.144
8 O -0.249
9 H 0.103
10 H 0.102
11 H 0.054
12 C -0.111
13 O -0.126
14 H 0.065
15 H 0.089
16 H 0.097
17 H 0.045
18 C -0.142
19 O -0.133
20 H 0.090
21 H 0.055
22 H 0.083
23 H 0.009
24 C -0.163
25 O -0.110
26 H 0.080
27 H 0.040
28 H 0.082
29 H 0.014
30 C -0.091
31 O -0.221
32 H 0.088
33 H 0.045
34 H 0.088
35 H 0.081
36 C -0.156
37 O -0.106
38 H 0.036
39 H 0.089
40 H 0.069
41 H 0.078
42 C -0.151
43 O -0.203
44 H 0.090
45 H 0.065
46 H 0.085
47 H 0.089